a.
Molecular formula: C28H32N3O2PtS2Se2
Method: DFT, wB97M-V/def2-TZVPD

Atoms and positions in Å:
1 Pt 0.2951 -0.3648 0.0604
2 C -2.8751 -2.3247 -0.6215
3 Se -1.5210 -1.9703 0.7823
4 C -2.5411 -0.6090 1.7682
5 C -2.9129 0.6461 0.9995
6 Se -1.3555 1.6876 0.3485
7 C -1.6427 1.4701 -1.5874
8 H -3.8351 -2.5057 -0.1444
9 H -2.5626 -3.2285 -1.1382
10 H -2.9635 -1.5187 -1.3428
11 H -1.8977 -0.3796 2.6185
12 H -3.4495 -1.0922 2.1388
13 H -3.4767 1.3113 1.6600
14 H -3.5243 0.4239 0.1221
15 H -2.6358 1.8288 -1.8514
16 H -1.5116 0.4216 -1.8664
17 H -0.8883 2.0667 -2.0941
18 C 4.2565 3.4062 4.8496
19 C 3.5739 2.1495 4.4174
20 C 4.1674 0.9076 4.6276
21 C 3.5664 -0.2471 4.1547
22 C 2.3484 -0.1634 3.5021
23 C 1.7065 1.0520 3.3585
24 C 2.3257 2.2056 3.8045
25 S 1.6838 -1.5726 2.6375
26 O 2.3071 -2.7866 3.0645
27 O 0.2323 -1.4824 2.6962
28 N 2.0954 -1.1596 1.1109
29 C 2.4424 -1.9883 0.0975
30 C 3.4477 -2.9653 0.1299
31 C 3.7959 -3.5802 -1.0534
32 C 3.1234 -3.2608 -2.2331
33 C 2.0979 -2.3415 -2.1714
34 N 1.7735 -1.7231 -1.0427
35 H 5.3371 3.3183 4.7645
36 H 4.0282 3.6117 5.8947
37 H 3.9133 4.2467 4.2512
38 H 5.1145 0.8545 5.1454
39 H 4.0282 -1.2141 4.2814
40 H 0.7372 1.0882 2.8792
41 H 1.8575 3.1664 3.6513
42 H 3.9236 -3.2040 1.0675
43 H 4.6012 -4.3019 -1.0723
44 H 3.3882 -3.7229 -3.1717
45 H 1.5173 -2.0867 -3.0490
46 N 1.6421 1.3285 -0.5854
47 S 2.6982 1.5649 0.5938
48 C 3.0162 3.3632 0.5225
49 C 4.1644 3.9018 1.0787
50 C 4.3577 5.2733 1.0357
51 C 3.4069 6.0905 0.4426
52 C 2.2475 5.5424 -0.0816
53 C 2.0473 4.1737 -0.0380
54 C 4.3236 1.0546 0.0003
55 C 5.0347 0.1423 0.7584
56 C 6.3050 -0.2268 0.3483
57 C 6.8640 0.3408 -0.7863
58 C 6.1307 1.2328 -1.5546
59 C 4.8484 1.5847 -1.1673
60 H 2.0428 1.3047 -1.5146
61 H 4.9053 3.2636 1.5358
62 H 5.2500 5.7079 1.4620
63 H 3.5722 7.1563 0.3956
64 H 1.4985 6.1798 -0.5222
65 H 1.1481 3.7243 -0.4337
66 H 4.5997 -0.2596 1.6606
67 H 6.8686 -0.9343 0.9361
68 H 7.8766 0.0948 -1.0695
69 H 6.5641 1.6768 -2.4377
70 H 4.2748 2.2897 -1.7521

Values from the calculation:
Spin multiplicity = 3
⟨S²⟩ = 2.0069
Highest occupied orbital energy (spin up / spin down) = -0.353 / -0.405 hartree
Total charge = +1

b.
Molecular formula: C28H32N3O2PtS2Se2
Method: DFT, wB97M-V/def2-TZVPD

Atoms and positions in Å:
1 Pt 0.4564 -1.5836 -0.5000
2 C 3.9244 -2.9797 -0.6707
3 Se 2.8470 -1.5625 -1.4510
4 C 2.3545 -2.4460 -3.1178
5 C 1.7130 -3.8037 -2.9213
6 Se 0.1516 -3.7748 -1.7463
7 C -1.1686 -3.1575 -3.0335
8 H 4.6539 -3.3314 -1.3973
9 H 3.3024 -3.7987 -0.3200
10 H 4.4445 -2.5322 0.1730
11 H 3.2549 -2.5275 -3.7269
12 H 1.6755 -1.7408 -3.5983
13 H 2.4068 -4.5119 -2.4705
14 H 1.3816 -4.2272 -3.8696
15 H -1.2104 -3.8603 -3.8620
16 H -0.9151 -2.1569 -3.3727
17 H -2.1222 -3.1361 -2.5109
18 C -4.0487 3.2888 4.7087
19 C -3.7876 2.4148 3.5150
20 C -4.6830 1.4204 3.1415
21 C -4.4346 0.6051 2.0451
22 C -3.2752 0.7886 1.3118
23 C -2.3704 1.7850 1.6602
24 C -2.6283 2.5870 2.7544
25 S -2.9411 -0.2486 -0.0793
26 O -4.0797 -1.1089 -0.2553
27 O -2.5249 0.5945 -1.1761
28 N -1.6277 -1.0949 0.3112
29 C -1.6045 -2.0910 1.2421
30 C -2.6072 -2.5599 2.1010
31 C -2.3101 -3.6246 2.9230
32 C -1.0499 -4.2249 2.8928
33 C -0.1165 -3.7185 2.0193
34 N -0.3855 -2.6725 1.2328
35 H -5.0651 3.1627 5.0771
36 H -3.9026 4.3410 4.4630
37 H -3.3635 3.0448 5.5227
38 H -5.5953 1.2833 3.7087
39 H -5.1438 -0.1543 1.7441
40 H -1.4824 1.9397 1.0602
41 H -1.9276 3.3693 3.0220
42 H -3.5887 -2.1123 2.0857
43 H -3.0708 -4.0073 3.5912
44 H -0.8096 -5.0666 3.5248
45 H 0.8786 -4.1371 1.9351
46 N 0.3688 0.2106 -1.8138
47 S 0.4602 1.6514 -1.0345
48 C 1.8133 1.4226 0.1001
49 C 3.1212 1.7914 -0.1663
50 C 4.1000 1.5231 0.7815
51 C 3.7676 0.8939 1.9728
52 C 2.4485 0.5447 2.2382
53 C 1.4620 0.8218 1.3063
54 C 1.1076 2.8129 -2.2138
55 C 0.7458 4.1415 -2.0459
56 C 1.2137 5.0837 -2.9508
57 C 2.0159 4.6856 -4.0102
58 C 2.3521 3.3468 -4.1779
59 C 1.8947 2.3985 -3.2783
60 H -0.6213 0.2019 -2.0821
61 H 3.3793 2.2785 -1.0959
62 H 5.1247 1.8091 0.5859
63 H 4.5360 0.6922 2.7074
64 H 2.1850 0.0768 3.1773
65 H 0.4246 0.5735 1.5103
66 H 0.1005 4.4326 -1.2261
67 H 0.9390 6.1231 -2.8351
68 H 2.3716 5.4204 -4.7199
69 H 2.9655 3.0441 -5.0159
70 H 2.1193 1.3465 -3.4003

Values from the calculation:
Spin multiplicity = 3
⟨S²⟩ = 2.0082
Highest occupied orbital energy (spin up / spin down) = -0.362 / -0.392 hartree
Total charge = +1

Most stable structure, least stable structure: b, a.

a.
Molecular formula: C5H7F
Method: DFT, wB97M-V/def2-TZVPD

Atoms and positions in Å:
1 C -2.3047 -0.0412 0.0117
2 C -1.1107 -0.1831 0.2624
3 C 0.2997 -0.0131 0.0538
4 C 0.7784 -1.2596 -0.6645
5 C 0.6181 1.2703 -0.7215
6 F 0.9756 0.1118 1.2795
7 H -3.3358 0.2537 -0.0091
8 H 0.2699 -1.5028 -1.5792
9 H 1.8239 -1.1048 -0.9028
10 H 0.6454 -2.1865 0.0333
11 H 1.7064 1.3327 -0.7715
12 H 0.1365 1.3084 -1.6751
13 H 0.2882 2.2528 -0.2623

Values from the calculation:
SMILES string = C#CC(C)(C)F
Highest occupied orbital energy = -0.374 hartree
Total charge = 0

b.
Molecular formula: C5H7F
Method: DFT, wB97M-V/def2-TZVPD

Atoms and positions in Å:
1 C 1.1337 -1.9187 0.8147
2 C 1.1191 -0.7401 0.2720
3 C -0.1109 -0.2355 -0.2926
4 F -0.0802 0.2349 -1.5736
5 C -0.5618 0.9171 0.6241
6 C -1.4225 1.7912 0.2934
7 H 1.9388 -2.2842 1.3786
8 H 0.1656 -2.6637 0.5747
9 H 1.9945 -0.0521 0.4691
10 H -0.8449 -1.1290 -0.3143
11 H -0.1439 0.8321 1.5470
12 H -1.7032 1.7965 -0.7696
13 H -1.6300 2.5019 1.0075

Values from the calculation:
SMILES string = C=CC(F)C=C
Highest occupied orbital energy = -0.381 hartree
Total charge = 0

Most stable structure, least stable structure: a, b.

a.
Molecular formula: C2H8N4
Method: DFT, wB97M-V/def2-TZVPD

Atoms and positions in Å:
1 H -3.3572 -0.2380 0.0764
2 N -2.4744 0.0401 0.4939
3 C -1.5605 0.3333 -0.3329
4 N -0.3728 0.8987 0.0984
5 C 0.7249 -0.0102 -0.1457
6 N 1.9668 0.6989 -0.1796
7 N 0.7548 -0.9898 0.9091
8 H -1.6163 0.2174 -1.4277
9 H -0.4030 1.1589 1.0800
10 H 0.3800 -0.4811 -1.1558
11 H 1.9585 1.4104 -0.9009
12 H 2.7518 0.0748 -0.3036
13 H 1.4191 -1.7333 0.7355
14 H -0.1717 -1.3801 1.0529

Values from the calculation:
SMILES string = [H]/N=C/NC(N)N
Highest occupied orbital energy = -0.344 hartree
Total charge = 0

b.
Molecular formula: C2H8N4
Method: DFT, wB97M-V/def2-TZVPD

Atoms and positions in Å:
1 H -1.1455 2.0947 -1.4938
2 N -0.7031 1.1843 -1.3879
3 C -1.6351 0.3324 -1.1629
4 N -1.4888 -1.0040 -1.2978
5 H -2.6383 0.6904 -0.8703
6 H -0.7619 -1.4036 -1.8574
7 H -2.1247 -1.5435 -0.7414
8 H 1.8241 -1.1159 2.9823
9 N 2.2937 -0.6680 2.2028
10 C 1.4927 0.1099 1.5834
11 N 1.3911 0.1904 0.2184
12 H 0.6861 0.6235 2.1224
13 H 0.6570 0.8282 -0.0990
14 H 2.1529 -0.3188 -0.1987

Values from the calculation:
SMILES string = [H]/N=C/N.[H]/N=C/N
Highest occupied orbital energy = -0.303 hartree
Total charge = 0

c.
Molecular formula: C2H8N4
Method: DFT, wB97M-V/def2-TZVPD

Atoms and positions in Å:
1 H -1.7130 -1.1528 -1.0145
2 N -1.7762 -0.5941 -0.1964
3 C -0.7712 0.0918 0.1117
4 N -0.8769 0.9506 1.0934
5 N 0.5413 0.1132 -0.4352
6 C 0.9350 -1.1744 -0.9814
7 N 1.4963 0.6636 0.4601
8 H -0.1088 1.3608 1.5657
9 H -1.8265 1.0896 1.4528
10 H 1.9463 -1.1125 -1.4398
11 H 0.7226 -1.8825 -0.2582
12 H 0.1104 -1.3907 -1.7788
13 H 2.2858 0.1106 0.2412
14 H 1.9090 1.5393 -0.0031

Values from the calculation:
SMILES string = [H]/N=C(/N)N(C)N
Highest occupied orbital energy = -0.309 hartree
Total charge = 0

Most stable structure, least stable structure: a, c.

a.
Molecular formula: C5H8N5
Method: DFT, wB97M-V/def2-TZVPD

Atoms and positions in Å:
1 C 3.8496 -0.0846 0.0781
2 C -0.9232 -0.6437 -0.0480
3 C 1.5249 -0.0442 -0.0945
4 C -1.2604 0.5076 -0.9743
5 C -1.3217 1.7837 -0.1642
6 N 4.9165 0.1846 -0.1975
7 N -1.0617 1.7029 1.0553
8 N 0.3952 -0.8487 0.2370
9 N -1.9423 -1.4421 0.0983
10 N 2.6348 -0.4786 0.4252
11 H -0.5116 0.6838 -1.7602
12 H -2.1607 0.5076 -1.6339
13 H -1.1064 2.4698 1.7485
14 H -1.5733 2.5819 -0.8447
15 H 0.5755 -1.6865 0.7925
16 H -2.8908 -1.4763 -0.3858
17 H -1.9016 -2.2675 0.6765
18 H 2.7573 -1.4499 0.9916

Values from the calculation:
Highest occupied orbital energy = -0.508 hartree
Total charge = +1

b.
Molecular formula: C5H8N5
Method: DFT, wB97M-V/def2-TZVPD

Atoms and positions in Å:
1 C -2.4483 0.1770 1.3751
2 C -1.8609 -0.8380 0.6428
3 C -1.3156 -1.7340 0.0037
4 C 2.2232 0.6820 -0.1102
5 C -0.7756 -2.6784 -0.7482
6 N -2.9748 1.1102 0.1022
7 N 1.0920 0.6830 -0.4190
8 N 3.4432 0.7693 0.2392
9 N -1.0534 2.0512 -0.5006
10 N -2.2846 1.9297 -0.3895
11 H -3.3096 -0.2713 1.7945
12 H 0.2638 -2.6828 -1.1176
13 H -1.3032 -3.5956 -1.0320
14 H 3.6309 1.2538 1.1763
15 H 3.9693 -0.0572 0.1454
16 H -0.2536 1.4011 -0.1663
17 H -0.7305 2.7920 -1.1437
18 H -1.7317 0.9902 1.6286

Values from the calculation:
Highest occupied orbital energy (spin up / spin down) = -0.461 / -0.480 hartree
Total charge = +1

Most stable structure, least stable structure: a, b.

a.
Molecular formula: H3N3O3S
Method: DFT, wB97M-V/def2-TZVPD

Atoms and positions in Å:
1 H 2.4876 1.6134 0.6708
2 N 2.0560 0.6703 0.3269
3 N 0.8283 0.9989 0.0373
4 N -0.0204 0.3206 -0.5296
5 O 0.0632 -1.0482 -0.7482
6 O 0.6089 -1.5942 0.4192
7 O -1.5329 0.8229 -0.3161
8 S -2.5730 -0.2018 0.3670
9 H 1.5263 -1.1884 0.3845
10 H -3.4441 -0.3936 -0.6117

Values from the calculation:
SMILES string = [H]/N=N/N(OO)OS
Highest occupied orbital energy = -0.351 hartree
Total charge = 0

b.
Molecular formula: H3N3O3S
Method: DFT, wB97M-V/def2-TZVPD

Atoms and positions in Å:
1 N 1.2859 0.7109 0.1637
2 S -0.0911 0.8906 -0.6490
3 O -0.8216 2.0420 -0.2670
4 O 0.1983 0.5715 -2.0310
5 N -0.9065 -0.4464 0.0579
6 N -0.2329 -1.1171 0.8505
7 O -1.1844 -2.0288 1.3566
8 H 1.7243 -0.1871 -0.1665
9 H 1.9418 1.4278 0.1240
10 H -1.9138 -1.8632 0.5607

Values from the calculation:
SMILES string = NS(=O)(=O)/N=N/O
Highest occupied orbital energy = -0.411 hartree
Total charge = 0

Most stable structure, least stable structure: b, a.

a.
Molecular formula: C4H11IN
Method: DFT, wB97M-V/def2-TZVPD

Atoms and positions in Å:
1 C -1.0494 -1.8551 0.0566
2 C -0.9343 1.9151 -0.4345
3 C -1.4181 -0.4769 -0.4525
4 C -0.5887 0.6270 0.1118
5 N 0.1933 0.5117 1.1436
6 I 5.5409 0.1563 -0.1342
7 H 0.0192 -1.9836 -0.0832
8 H -1.4058 -2.6952 -0.4686
9 H -1.3289 -2.0737 1.1559
10 H -0.4968 2.8318 0.0825
11 H -0.4801 1.8541 -1.4035
12 H -1.9448 2.1323 -0.7250
13 H -2.4521 -0.0800 -0.2275
14 H -1.3654 -0.5467 -1.5837
15 H 0.5325 -0.4172 1.4234
16 H 0.7424 1.1840 1.5866
17 H 6.4360 -1.0839 -0.0477

Values from the calculation:
Spin multiplicity = 3
⟨S²⟩ = 2.0047
Highest occupied orbital energy (spin up / spin down) = -0.260 / -0.500 hartree
Total charge = +1

b.
Molecular formula: C4H11IN
Method: DFT, wB97M-V/def2-TZVPD

Atoms and positions in Å:
1 C 1.3123 1.3251 0.4618
2 C 0.0758 -2.4093 0.6937
3 C -0.2131 1.4271 0.4461
4 C -0.8993 0.1925 -0.0299
5 N -0.4946 -0.1679 -1.4315
6 I -2.9826 0.0118 0.2554
7 H 1.7138 2.2263 0.9167
8 H 1.7424 1.2533 -0.5365
9 H 1.6376 0.4767 1.0559
10 H 0.8075 -2.5089 -0.0827
11 H 0.4074 -2.1627 1.6834
12 H -0.9018 -2.8336 0.5802
13 H -0.4975 2.2765 -0.1929
14 H -0.5690 1.6553 1.4502
15 H 0.5373 -0.1259 -1.4595
16 H -0.8107 -1.1186 -1.6641
17 H -0.8654 0.4824 -2.1464

Values from the calculation:
Spin multiplicity = 3
⟨S²⟩ = 2.0092
Highest occupied orbital energy (spin up / spin down) = -0.446 / -0.523 hartree
Total charge = +1

Most stable structure, least stable structure: b, a.